A structure of composition C18H42F2Hg3N3O18S2 in a non-equilibrium geometry, computed with ωB97M-V with the def2-TZVPD basis set.

Last column: Mulliken charge in e.
CARTESIAN COORDINATES (ANGSTROEM)
1 Hg -1.4116 2.0007 -1.9643  2.164
2 Hg 1.8331 0.7605 3.0447  1.336
3 Hg 2.9899 0.7790 -0.6310  1.717
4 N -1.2929 0.4044 -3.4210  0.002
5 S -2.0525 0.2519 -4.9464  0.843
6 O -3.3887 -0.3330 -5.0476  -0.525
7 O -1.2731 0.2423 -6.1811  -0.550
8 F -2.3765 1.8597 -5.1654  -0.329
9 S -1.0537 -1.0966 -3.5126  0.625
10 O 0.1579 -1.5314 -4.1574  -0.503
11 O -2.1442 -2.0409 -3.4332  -0.546
12 F -0.5112 -1.0710 -2.0248  -0.362
13 C 0.5124 1.7791 0.1274  1.081
14 O 1.3819 1.5797 0.9662  -1.068
15 O 0.7100 1.4235 -1.0538  -0.997
16 O -0.5638 2.2683 0.3557  -0.984
17 C 4.0025 -0.8591 2.3001  0.444
18 O 3.4283 -0.2465 1.4295  -0.598
19 O 3.4092 -1.0024 3.3707  -0.646
20 O 4.8119 -1.6730 2.1017  -0.676
21 C -0.8017 4.8358 -3.3388  -0.317
22 C -1.3437 4.9838 -1.9509  -0.583
23 O -2.3617 4.0625 -1.5956  -0.435
24 O -0.5280 3.4109 -3.5751  -0.407
25 H 0.0004 5.5095 -3.6401  0.396
26 H -1.6488 5.0181 -4.0000  0.279
27 H -1.7009 5.9906 -1.7343  0.517
28 H -0.6513 4.7539 -1.1411  0.208
29 H -3.2026 4.3839 -1.2621  0.280
30 H 0.0479 3.3754 -4.3424  0.204
31 C -4.2944 1.2818 3.7693  -0.479
32 C -3.2555 2.1346 2.9501  -0.493
33 O -2.2453 1.4284 2.2159  0.001
34 O -3.6121 0.4095 4.6415  -0.558
35 H -4.7835 0.6704 3.0110  0.215
36 H -5.0419 1.7337 4.4212  0.371
37 H -2.6996 2.8649 3.5380  0.388
38 H -3.8063 2.7683 2.2549  0.324
39 H -1.6917 1.9949 1.6734  0.146
40 H -3.0826 -0.0513 3.9866  0.294
41 C 2.9919 2.6086 -3.4425  -0.698
42 O 3.2696 1.3354 -2.8586  -0.518
43 C 2.6076 0.4175 -3.5845  -0.162
44 C 3.0376 -0.9287 -3.1237  -0.821
45 N 2.3443 -1.1175 -1.8048  0.152
46 C 2.7524 -2.4263 -1.3264  -0.846
47 C 1.9370 -3.5583 -1.8931  -0.602
48 O 0.5138 -3.4488 -1.7513  0.142
49 C -0.1881 -4.6119 -2.0373  -1.033
50 H 2.9453 2.7716 -4.5192  0.352
51 H 3.7782 3.2851 -3.1075  0.314
52 H 2.0167 2.9006 -3.0529  0.054
53 H 2.9446 0.4929 -4.6183  0.628
54 H 1.5419 0.6445 -3.6128  0.003
55 H 4.1229 -0.9703 -3.0314  0.597
56 H 2.6925 -1.6484 -3.8660  0.447
57 H 1.3525 -1.0105 -1.9626  -0.219
58 H 2.7247 -2.3348 -0.2406  -0.056
59 H 3.8292 -2.4669 -1.4900  0.452
60 H 2.3422 -4.3612 -1.2772  0.501
61 H 2.1916 -3.6763 -2.9464  0.456
62 H -0.1179 -4.8070 -3.1074  0.326
63 H -1.2265 -4.4447 -1.7513  0.251
64 H 0.2942 -5.5162 -1.6662  0.362
65 C -3.5138 -2.4843 1.6155  -0.950
66 O -2.3514 -1.7192 1.5706  -0.098
67 C -1.2516 -2.5761 1.7418  -0.881
68 C -0.0399 -1.5446 1.7563  -0.242
69 N -0.0964 -0.5856 2.8899  0.559
70 C -0.0364 -1.4156 4.0906  -0.426
71 C 0.1166 -0.5227 5.4080  -0.844
72 O 1.4075 0.1359 5.0552  -0.120
73 C 2.1664 0.2844 6.2377  -0.963
74 H -3.5115 -3.4095 2.1916  0.414
75 H -3.8492 -2.7354 0.6092  0.279
76 H -4.2328 -1.8577 2.1432  0.187
77 H -1.1741 -3.4095 1.0436  0.475
78 H -1.2196 -3.1711 2.6545  0.538
79 H -0.1688 -0.9572 0.8472  -0.430
80 H 0.9901 -1.8994 1.7201  0.580
81 H -1.0600 -0.2981 2.7944  -0.453
82 H 0.9250 -1.9293 4.0978  0.278
83 H -1.0163 -1.8907 4.1364  0.442
84 H 0.2439 -1.3726 6.0784  0.456
85 H -0.6947 0.1527 5.6797  0.415
86 H 2.4255 -0.6671 6.7021  0.304
87 H 1.6434 0.9448 6.9294  0.342
88 H 3.1341 0.7452 6.0397  0.272

Values from the calculation:
Charge = +1
2S+1 = 1
Calculated total energy = -100282.4278 eV
Energy relative to the best compared isomer or geometry (same formula, charge and spin) = 47.85 kcal per mole
Lowest unoccupied orbital energy = -5.1 eV
HOMO-LUMO gap = 4.08 eV
HOMO energy = -9.14 eV



A structure of composition C18H42N4O6P2S, computed with ωB97M-V with the def2-TZVPD basis set.

Last column: Mulliken charge in e.
CARTESIAN COORDINATES (ANGSTROEM)
1 O -1.6648 3.4859 5.1479  -0.576
2 P -0.5021 3.0671 4.3675  0.519
3 O -0.0246 1.5306 4.5540  -0.201
4 P -0.8966 0.2607 4.0798  0.845
5 O -1.6345 -0.4077 5.1358  -0.688
6 O -1.7964 0.9139 2.9390  -0.367
7 O 0.2051 -0.6175 3.3768  -0.296
8 C 0.2497 -0.8179 1.9534  -0.522
9 C 1.0933 0.2359 1.2649  -0.178
10 C 1.4793 -0.2347 -0.1419  -1.009
11 C 1.8023 0.9273 -1.0979  -0.607
12 S 0.6594 1.1553 -2.4817  -0.221
13 C -0.8343 1.3611 -1.6288  0.457
14 N -1.5258 2.4447 -1.5111  -0.418
15 N -2.6695 2.1123 -0.8131  -0.347
16 C -2.5776 0.8617 -0.5576  -0.090
17 O -1.4569 0.2975 -1.0397  -0.192
18 H -0.6279 3.2218 2.9848  0.053
19 H 0.6794 3.7329 4.7002  0.058
20 H -2.6453 0.4516 2.9270  0.282
21 H -0.7461 -0.8804 1.5221  0.181
22 H 0.7155 -1.7906 1.8098  0.396
23 H 1.9994 0.3273 1.8620  0.366
24 H 0.5794 1.1958 1.2318  0.199
25 H 2.3706 -0.8553 -0.0600  0.580
26 H 0.7095 -0.8855 -0.5473  0.553
27 H 1.8657 1.8528 -0.5315  0.435
28 H 2.7802 0.7464 -1.5348  0.143
29 H -3.2586 0.2143 -0.0370  0.624
30 C 5.9599 0.0578 1.1406  -1.146
31 C 6.7844 0.0127 -0.1370  -0.475
32 N 6.3564 0.9864 -1.1245  0.339
33 C 6.9299 0.7670 -2.4412  -0.709
34 C 8.4482 0.9079 -2.6032  -1.054
35 C 6.3175 2.3662 -0.6693  -0.745
36 C 7.6101 2.9792 -0.1145  -1.084
37 H 4.8952 -0.0350 0.9155  0.048
38 H 6.2424 -0.7685 1.7934  0.459
39 H 6.1128 0.9806 1.7006  0.313
40 H 6.6721 -0.9771 -0.5870  0.476
41 H 7.8488 0.1124 0.1283  0.260
42 H 6.4322 1.4406 -3.1437  0.345
43 H 6.6460 -0.2436 -2.7516  0.422
44 H 8.7687 1.9482 -2.5747  0.236
45 H 8.7508 0.5038 -3.5709  0.403
46 H 8.9934 0.3588 -1.8351  0.272
47 H 5.5473 2.4438 0.1028  0.311
48 H 5.9516 2.9782 -1.4970  0.431
49 H 8.1109 2.3088 0.5850  0.254
50 H 7.3756 3.8981 0.4259  0.389
51 H 8.3155 3.2386 -0.9019  0.262
52 C -6.5652 -4.2930 0.4967  -1.493
53 C -6.0587 -2.9461 0.0044  -0.234
54 N -6.3143 -2.7211 -1.4055  0.096
55 C -5.5867 -1.5924 -1.9520  -0.721
56 C -5.9142 -0.1902 -1.4218  -0.988
57 C -7.7004 -2.8496 -1.8211  -0.737
58 C -8.7433 -1.9573 -1.1346  -0.948
59 H -6.1711 -5.1019 -0.1192  0.345
60 H -6.2407 -4.4558 1.5248  0.440
61 H -7.6537 -4.3508 0.4863  0.302
62 H -4.9740 -2.9139 0.1456  0.393
63 H -6.4791 -2.1548 0.6468  0.252
64 H -5.7098 -1.5988 -3.0380  0.332
65 H -4.5211 -1.7849 -1.7798  0.417
66 H -6.8672 0.1797 -1.7954  0.298
67 H -5.1488 0.5142 -1.7536  0.386
68 H -5.9399 -0.1609 -0.3308  0.223
69 H -7.9974 -3.8914 -1.6803  0.411
70 H -7.7390 -2.6879 -2.9008  0.349
71 H -8.6184 -1.9442 -0.0510  0.245
72 H -9.7440 -2.3405 -1.3420  0.377
73 H -8.7103 -0.9299 -1.4937  0.270

Values from the calculation:
2S+1 = 1
Calculated total energy = -67007.8610 eV
Lowest unoccupied orbital energy = 0.1 eV
HOMO-LUMO gap = 8.44 eV
HOMO energy = -8.35 eV



A cluster of 6 separate species, C18H42N6O6 in total in a non-equilibrium geometry, computed with ωB97M-V with the def2-TZVPD basis set.

Last column: Mulliken charge in e.
CARTESIAN COORDINATES (ANGSTROEM)
1 C -4.6822 0.3961 0.9927  -1.727
2 C -5.1681 0.1943 2.4777  0.679
3 O -5.4378 -0.9511 2.9597  -0.617
4 N -5.4871 1.3784 3.2153  -0.187
5 C -5.8314 1.4023 4.6066  -0.830
6 H -5.4620 0.7087 0.4326  0.635
7 H -4.2598 -0.4990 0.6700  0.404
8 H -3.8199 0.8467 0.7830  0.536
9 H -5.4535 2.3098 2.7733  0.253
10 H -4.9605 0.8089 5.2938  0.202
11 H -6.6993 0.9289 4.6544  0.324
12 H -5.7608 2.4161 5.0725  0.321
13 C 3.5978 -4.9493 0.7409  -0.887
14 C 4.4226 -3.8682 1.3436  0.594
15 O 3.9583 -2.8026 1.2591  -0.542
16 N 5.4897 -4.2756 2.0611  -0.286
17 C 6.5895 -3.2799 2.3416  -0.728
18 H 2.4960 -4.7406 1.1034  0.131
19 H 3.7756 -5.9811 1.0615  0.350
20 H 3.6032 -5.0747 -0.3008  0.280
21 H 5.7239 -5.3357 2.3094  0.306
22 H 6.2416 -2.3493 2.8849  0.225
23 H 6.7511 -2.9523 1.3757  0.280
24 H 7.4718 -3.8043 2.9199  0.277
25 C 3.3890 1.1946 -0.9589  -1.041
26 C 2.7883 0.3568 -2.1152  0.869
27 O 3.0956 -0.7475 -2.5270  -0.684
28 N 1.7136 0.9863 -2.6553  -0.086
29 C 1.0696 0.5790 -3.8975  -1.018
30 H 2.6551 1.2277 -0.1489  0.231
31 H 3.5562 2.1161 -1.4276  0.338
32 H 4.3529 0.7581 -0.6133  0.303
33 H 1.2396 1.8516 -2.2570  0.246
34 H 1.4857 0.2301 -4.7850  0.425
35 H 0.3114 1.2842 -4.2500  0.291
36 H 0.6609 -0.3085 -3.6317  0.338
37 C -2.0244 -2.5841 2.0819  -0.478
38 C -2.4532 -3.0402 0.7366  0.689
39 O -3.4136 -3.7932 0.7322  -0.688
40 N -2.0239 -2.3803 -0.3484  0.086
41 C -2.5610 -2.6332 -1.6872  -1.156
42 H -2.3419 -3.3346 2.7997  0.366
43 H -2.4810 -1.5073 2.3017  -0.083
44 H -0.9379 -2.4020 2.3873  0.172
45 H -1.2618 -1.7658 -0.2897  0.028
46 H -2.6076 -3.7164 -1.8833  0.332
47 H -1.8041 -2.2060 -2.3440  0.317
48 H -3.6019 -2.2889 -1.5002  0.334
49 C -1.4615 1.2542 -1.0471  -1.107
50 C -0.6072 0.3003 -0.0756  0.956
51 O -1.0251 0.2852 1.1329  -0.711
52 N 0.2378 -0.5151 -0.5944  0.494
53 C 1.0781 -1.3580 0.2480  -0.788
54 H -2.1099 0.4483 -1.3786  0.216
55 H -0.9345 1.6976 -1.7891  0.361
56 H -2.0238 2.0012 -0.5300  0.167
57 H 0.4822 -0.3076 -1.5045  -0.229
58 H 1.6572 -0.7437 0.9171  0.428
59 H 1.7909 -2.0287 -0.3165  0.365
60 H 0.5774 -2.1994 0.8355  -0.131
61 C 2.4926 5.4766 -1.7892  -1.316
62 C 1.0866 4.8015 -1.9435  0.480
63 O 1.0920 3.6268 -1.9165  -0.541
64 N -0.0011 5.5798 -1.8307  -0.188
65 C -1.3940 5.0156 -1.9817  -0.671
66 H 2.3919 6.4788 -2.2330  0.399
67 H 3.3511 5.0032 -2.3188  0.309
68 H 2.7082 5.7286 -0.8629  0.379
69 H 0.1231 6.5643 -2.1221  0.266
70 H -2.0170 5.6822 -1.3021  0.372
71 H -1.6248 4.1950 -1.3523  0.072
72 H -1.7745 4.6105 -2.9955  0.290

Values from the calculation:
2S+1 = 1
Calculated total energy = -40568.3908 eV
Energy relative to the best compared isomer or geometry (same formula, charge and spin) = 167.96 kcal per mole
Lowest unoccupied orbital energy = 0.3 eV
HOMO-LUMO gap = 9.02 eV
HOMO energy = -8.77 eV
SMILES = CNC(C)=O.CNC(C)=O.CNC(C)=O.CNC(C)=O.CNC(C)=O.CNC(C)=O



What is the HOMO-LUMO gap in the second record?
8.44 eV



Which formula does entry 2 have?
C18H42N4O6P2S